Here is C5H10ClN as an isolated structure from the Open Molecules 2025 dataset. Energies are from the ωB97M-V functional and the def2-TZVPD basis.

The value obtained for the energy relative to the best compared isomer or geometry (same formula, charge and spin) is 70.8 kcal per mole. As for the spin multiplicity: 1. The HOMO-LUMO gap comes out at 9.920 eV. For the energy, the calculation gives -19356.6186 eV. As for the highest occupied orbital energy: -9.003 eV.

Each line ends with the natural charge from an NBO analysis.
Positions of all 17 atoms, in Å:
C (1.75, 0.54, 1.34)  -0.44
C (1.40, -0.16, 0.25)  0.09
C (1.97, -1.06, -0.76)  -0.71
C (-2.59, 0.89, -0.31)  -0.42
C (-0.49, -0.23, -0.25)  0.08
N (-1.17, 0.81, 0.13)  -0.64
Cl (-0.96, -1.89, 0.63)  -0.28
H (0.84, 1.08, 1.90)  0.18
H (2.67, 0.67, 1.84)  0.22
H (2.95, -1.52, -0.53)  0.23
H (1.39, -1.95, -1.01)  0.24
H (2.23, -0.66, -1.80)  0.23
H (-2.85, -0.09, -0.60)  0.21
H (-3.19, 1.21, 0.59)  0.21
H (-2.51, 1.70, -1.12)  0.21
H (-0.46, -0.59, -1.28)  0.20
H (-0.98, 1.24, 0.97)  0.38